1.
This record from the OMol25 dataset describes C21H24N3PdS3 as an isolated structure in a non-equilibrium geometry. The level of theory is ωB97M-V/def2-TZVPD.

ORCA input file:
```
! RIJCOSX wB97M-V def2-TZVPD def2/J DEFGRID3
* xyz -1 3
Pd 0.005 1.022 0.859
S 2.095 2.015 1.474
C 1.188 3.421 1.090
N -0.025 3.197 0.704
C -0.775 4.320 0.385
C -2.079 4.400 -0.072
C -2.629 5.627 -0.318
C -1.856 6.775 -0.095
C -0.505 6.767 0.240
C -0.021 5.509 0.573
S 1.614 5.123 1.071
H -2.581 3.432 -0.193
H -3.661 5.788 -0.627
H -2.377 7.703 -0.255
H 0.184 7.608 0.245
S -2.262 0.584 0.167
C -2.881 -1.017 -0.047
N -3.711 -1.321 -1.047
C -4.192 -2.692 -1.350
C -4.341 -3.451 -0.024
C -2.917 -3.485 0.524
N -2.414 -2.070 0.696
H -3.892 -0.503 -1.643
H -3.497 -3.185 -2.007
H -5.211 -2.609 -1.731
H -4.707 -4.427 -0.261
H -5.097 -2.938 0.623
H -2.263 -3.982 -0.227
H -2.886 -4.044 1.452
H -1.860 -1.778 1.513
C 0.903 -1.298 -1.289
C 1.534 -1.530 0.092
C 1.193 -2.918 0.629
C 1.125 -0.524 1.190
C 3.092 -1.400 0.004
C 3.696 -0.574 -0.960
C 5.098 -0.573 -1.078
C 5.896 -1.432 -0.374
C 5.295 -2.161 0.614
C 3.920 -2.229 0.765
H -0.156 -1.475 -1.242
H 1.355 -1.987 -2.013
H 1.028 -0.282 -1.663
H 0.110 -3.063 0.550
H 1.436 -3.076 1.695
H 1.707 -3.722 0.051
H 1.363 -0.812 2.237
H 3.059 0.088 -1.556
H 5.526 0.186 -1.707
H 6.954 -1.409 -0.546
H 5.908 -2.649 1.364
H 3.512 -2.949 1.516
*
```

Properties
Total energy (Ha): -2301.2865
Strongest force on any atom (eV/A): 2.6
Energy above the lowest of the compared OMol25 structures with the same formula, charge and spin (kJ/mol): 19.14
Kohn-Sham gap (spin up / spin down) (Eh): 0.1204 / 0.2179

Löwdin atomic charge list, values in e, 4 entries:
1. Pd 0.283
2. S 0.536
3. C -1.134
4. N -0.143

***

2.
This record from the OMol25 dataset describes a 3-piece molecular cluster, C21H39F9N2O4 overall in a non-equilibrium geometry. The level of theory is ωB97M-V/def2-TZVPD.

ORCA input file:
```
! RIJCOSX wB97M-V def2-TZVPD def2/J DEFGRID3
* xyz 0 1
C -2.420 -1.179 -3.478
O -1.952 -0.002 -2.838
C -1.947 -0.117 -1.425
C -0.546 0.134 -0.780
C 0.517 0.667 -1.749
O 0.260 2.037 -2.121
C 0.633 2.897 -1.207
O 1.165 2.657 -0.213
O 0.353 4.211 -1.603
C -0.260 4.939 -0.623
F 0.671 5.423 0.225
F -1.113 4.247 0.133
C -0.956 6.211 -1.239
F -1.797 6.699 -0.333
F -0.010 7.140 -1.392
C -1.654 5.963 -2.609
F -0.795 5.909 -3.609
F -2.400 7.064 -2.843
C -2.654 4.759 -2.646
F -3.345 4.643 -1.538
F -2.092 3.634 -3.000
F -3.544 5.038 -3.604
H -3.470 -1.386 -3.188
H -1.792 -2.061 -3.266
H -2.448 -0.954 -4.555
H -2.279 -1.121 -1.116
H -2.645 0.626 -1.000
H -0.178 -0.809 -0.344
H -0.625 0.847 0.056
H 0.472 0.092 -2.684
H 1.534 0.503 -1.367
C 2.429 -2.776 0.313
C 2.776 -3.724 -0.824
N 2.971 -3.044 -2.093
C 2.990 -3.944 -3.237
C 4.122 -4.972 -3.320
C 3.974 -1.990 -2.105
C 5.400 -2.352 -1.679
H 1.574 -2.148 0.055
H 2.168 -3.348 1.206
H 3.268 -2.129 0.577
H 1.943 -4.425 -0.931
H 3.654 -4.322 -0.536
H 2.982 -3.351 -4.156
H 2.039 -4.489 -3.247
H 5.072 -4.509 -3.586
H 3.895 -5.702 -4.101
H 4.250 -5.524 -2.388
H 3.624 -1.183 -1.453
H 4.004 -1.538 -3.100
H 5.425 -2.930 -0.754
H 5.971 -1.437 -1.504
H 5.927 -2.911 -2.451
C -0.130 -1.160 3.017
C -1.002 -0.008 3.493
N -2.404 -0.364 3.622
C -3.283 0.787 3.767
C -3.123 1.658 5.016
C -2.698 -1.494 4.489
C -2.219 -1.426 5.943
H -0.521 -1.595 2.094
H 0.881 -0.800 2.815
H -0.050 -1.950 3.766
H -0.915 0.794 2.754
H -0.588 0.387 4.433
H -4.322 0.452 3.701
H -3.138 1.428 2.890
H -3.513 1.166 5.907
H -3.690 2.583 4.891
H -2.084 1.936 5.197
H -2.265 -2.391 4.034
H -3.775 -1.680 4.479
H -1.178 -1.108 6.024
H -2.290 -2.418 6.396
H -2.834 -0.759 6.545
*
```

Properties
Total energy (Ha): -2132.7898
Strongest force on any atom (eV/A): 4.0
Structure (SMILES): COCCCOC(=O)OC(F)(F)C(F)(F)C(F)(F)C(F)(F)F.CCN(CC)CC.CCN(CC)CC
Kohn-Sham gap (Eh): 0.3237

Löwdin atomic charge list, values in e, 4 entries:
1. C -0.107
2. O -0.206
3. C -0.201
4. C -0.109